Formula: C34H29BCoN12O2S
Source: the OMol25 dataset
Level of theory: ωB97M-V/def2-TZVPD

The geometry in XYZ format:
```
80
Properties=species:S:1:pos:R:3:mulliken_charge:R:1
Co 0.10172 -0.87457 0.46262 -0.079
C 2.15433 1.98983 -1.56576 -1.675
C 1.13611 1.05514 -1.51577 -0.428
N 1.35217 0.18639 -0.51957 0.163
N 2.46394 0.59573 0.10977 0.782
C 2.98162 1.65748 -0.51023 -0.019
B 3.00784 -0.26706 1.27554 0.408
N 2.84811 -1.73987 0.82502 0.316
C 3.69736 -2.76705 0.70218 0.244
C 3.00470 -3.87865 0.27891 -1.603
C 1.69330 -3.44812 0.16458 0.006
N 1.58773 -2.16578 0.50436 0.534
N 2.03313 -0.08239 2.43836 0.616
C 2.27197 0.29302 3.69753 0.043
C 1.06563 0.38624 4.35938 -1.692
C 0.12201 0.02446 3.41512 -0.324
N 0.71734 -0.31795 2.26333 0.113
N 4.36880 0.24627 1.66912 0.698
C 5.62898 -0.24726 1.74211 -0.066
C 6.45818 0.75033 2.19881 -0.811
C 5.60787 1.84755 2.38724 -0.501
N 4.36638 1.55466 2.07121 -1.080
H 2.29370 2.78122 -2.27629 0.541
H 0.30336 0.92227 -2.17227 0.541
H 3.90059 2.09530 -0.17080 0.618
H 4.73834 -2.66544 0.92118 0.324
H 3.39385 -4.85620 0.07681 0.482
H 0.84834 -4.02687 -0.14114 0.478
H 3.27203 0.50657 4.02477 0.523
H 0.89509 0.67941 5.37670 0.492
H -0.94060 0.03830 3.53522 0.810
H 5.88167 -1.25123 1.47446 0.343
H 7.51175 0.68626 2.38282 0.456
H 5.85373 2.83480 2.73524 0.490
C -3.36663 0.30561 -6.99981 -1.459
C -3.01338 0.01505 -5.57704 0.967
C -3.99011 -0.34533 -4.65009 -0.993
C -3.66524 -0.63714 -3.34034 -0.370
C -2.33237 -0.54712 -2.95075 -0.190
C -1.32722 -0.20259 -3.85646 -0.406
C -1.68006 0.08027 -5.16213 -1.094
S -1.91639 -0.97476 -1.32437 1.551
O -0.52227 -1.47597 -1.28178 -0.506
O -2.98286 -1.72002 -0.74265 -0.752
N -1.56278 0.26567 -0.26792 -0.305
C -1.89673 1.53552 -0.31491 0.952
C -2.96635 2.04625 -1.12037 -0.745
C -3.35034 3.36562 -1.06213 -1.185
C -2.69138 4.26738 -0.22889 -0.624
C -1.60259 3.85169 0.56202 0.780
C -0.86757 4.74884 1.36135 -0.856
C 0.22910 4.28544 2.04694 -1.144
C 0.56179 2.93125 1.94119 -0.179
N -0.12515 2.06613 1.21616 0.381
C -1.18271 2.50366 0.53584 0.452
H -4.43060 0.18546 -7.18404 0.366
H -2.82489 -0.36185 -7.66824 0.368
H -3.08283 1.32473 -7.26133 0.357
H -5.02125 -0.41367 -4.96634 0.381
H -4.42389 -0.94416 -2.63634 0.578
H -0.29387 -0.18927 -3.55905 0.759
H -0.91167 0.33709 -5.87787 0.462
H -3.51905 1.37405 -1.76014 0.420
H -4.17877 3.70454 -1.66699 0.455
H -3.00872 5.30038 -0.19361 0.487
H -1.16855 5.78497 1.41687 0.480
H 0.82832 4.93891 2.66126 0.484
H 1.42802 2.54045 2.46204 0.266
N -3.51171 -2.94240 5.26642 -0.420
C -3.05528 -3.14183 4.23571 -0.341
C -2.46671 -3.34477 2.94484 0.018
C -2.68909 -4.49085 2.19903 -0.231
C -2.09297 -4.56645 0.95746 -1.722
C -1.31188 -3.51655 0.51300 -0.425
N -1.05165 -2.41636 1.24299 0.915
C -1.64867 -2.34617 2.43285 -0.199
H -3.31769 -5.28343 2.57812 0.557
H -2.24089 -5.42299 0.31787 0.511
H -0.89403 -3.54495 -0.47632 1.057
H -1.48153 -1.47314 3.01736 0.395
```

Output
largest force on an atom	1.84	eV/A
HOMO (spin up / spin down)	-0.5050 / -0.5050	hartree
multiplicity	2
charge	+2
energy above the lowest of the compared OMol25 structures with the same formula, charge and spin	107.8	kJ/mol
gap between HOMO and LUMO (spin up / spin down)	7.27 / 5.73	eV